(1)
C26H74N4O9 | the ωB97M-V functional and the def2-TZVPD basis

Computed properties:
2S+1 ... 2
Total energy ... -52537.273 eV
E_HOMO (alpha / beta) ... -11.178 / -11.178 eV
ΔE to the lowest compared entry with this formula, charge and spin ... 0.379 eV
Expectation value of S² ... 0.755
Gap between HOMO and LUMO (alpha / beta) ... 9.12 / 3.41 eV
Charge ... +1

Last column: Löwdin spin population.
Atoms and positions in Å:
C1 4.851 1.213 -2.532  0.0000
C2 4.637 0.124 -3.599  0.0000
O1 5.869 -0.307 -4.074  0.0000
H1 5.111 0.719 -1.596  0.0000
H2 3.959 1.779 -2.263  0.0000
H3 5.632 1.897 -2.864  0.0000
H4 4.068 0.614 -4.389  0.0000
H5 4.042 -0.693 -3.191  0.0000
H6 6.206 -0.923 -3.419  0.0000
C3 1.065 0.094 -0.780  0.0002
C4 -0.217 0.841 -0.724  0.0008
O2 -1.314 -0.083 -0.638  -0.0004
H7 1.852 0.847 -0.731  0.0000
H8 1.139 -0.478 -1.705  0.0001
H9 1.285 -0.577 0.051  0.0000
H10 -0.314 1.473 -1.607  0.0000
H11 -0.249 1.454 0.177  0.0005
H12 -1.239 -0.623 -1.428  0.0000
C5 -2.904 1.562 -3.283  0.0000
C6 -3.276 1.345 -4.723  0.0000
O3 -4.507 0.628 -4.847  0.0000
H13 -2.831 0.580 -2.814  0.0000
H14 -3.645 2.127 -2.719  0.0000
H15 -1.954 2.006 -2.986  0.0000
H16 -2.496 0.815 -5.268  0.0000
H17 -3.422 2.342 -5.138  0.0000
H18 -4.580 0.559 -5.802  0.0000
C7 3.610 4.018 1.473  0.0000
C8 4.311 2.823 0.910  0.0000
O4 4.166 1.795 1.833  0.0000
H19 3.772 4.860 0.801  0.0000
H20 3.854 4.346 2.483  0.0000
H21 2.578 3.669 1.518  0.0000
H22 5.340 3.136 0.735  0.0000
H23 3.802 2.414 0.037  0.0000
H24 4.663 2.084 2.602  0.0000
C9 0.373 -3.335 -1.010  0.0000
C10 -0.720 -3.399 -2.112  0.0000
O5 -1.065 -2.138 -2.545  0.0000
H25 1.323 -2.982 -1.409  0.0000
H26 0.520 -4.226 -0.399  0.0000
H27 0.047 -2.564 -0.312  0.0000
H28 -1.626 -3.859 -1.717  0.0000
H29 -0.410 -3.888 -3.036  0.0000
H30 -1.883 -2.152 -3.048  0.0000
C11 6.261 -1.315 0.283  0.0000
C12 5.833 -2.336 -0.791  0.0000
C13 4.299 -2.461 -0.975  0.0000
O6 3.528 -3.079 0.069  0.0001
C14 3.954 -4.319 0.585  0.0000
N1 6.503 -1.997 -2.033  0.0000
H31 5.940 -0.287 0.116  0.0000
H32 7.343 -1.294 0.409  0.0000
H33 5.909 -1.659 1.255  0.0000
H34 6.200 -3.317 -0.489  0.0000
H35 4.024 -3.027 -1.865  0.0000
H36 3.871 -1.466 -1.097  0.0000
H37 5.016 -4.359 0.827  0.0000
H38 3.629 -5.041 -0.165  0.0000
H39 3.379 -4.513 1.491  0.0000
H40 7.453 -1.776 -1.769  0.0000
H41 6.575 -2.773 -2.675  0.0000
C15 -5.490 4.332 4.284  0.0007
C16 -4.948 3.359 3.248  0.0029
C17 -3.361 3.234 3.357  0.0022
O7 -2.868 2.521 2.287  0.0164
C18 -2.703 3.198 1.038  0.0005
N2 -5.574 2.021 3.402  0.0041
H42 -5.286 3.965 5.290  0.0000
H43 -6.558 4.530 4.188  0.0002
H44 -5.079 5.340 4.223  0.0000
H45 -5.275 3.791 2.302  0.0000
H46 -3.050 2.829 4.320  0.0003
H47 -2.939 4.238 3.394  0.0000
H48 -2.023 2.648 0.388  0.0000
H49 -2.370 4.235 1.004  0.0000
H50 -3.676 3.250 0.549  0.0007
H51 -5.214 1.472 2.634  0.0000
H52 -5.221 1.553 4.224  -0.0001
C19 -0.309 0.907 4.810  0.0134
C20 -0.123 0.218 3.475  0.1224
C21 0.512 -1.173 3.606  0.0427
O8 1.770 -1.213 4.298  0.0610
C22 2.859 -0.630 3.570  0.0164
N3 -1.343 0.155 2.700  0.5839
H53 -0.690 1.920 4.686  0.0010
H54 0.629 0.870 5.364  -0.0005
H55 -1.111 0.414 5.360  0.0063
H56 0.647 0.860 3.047  0.0654
H57 0.679 -1.612 2.623  0.0005
H58 -0.151 -1.860 4.134  0.0059
H59 3.004 -1.012 2.560  0.0017
H60 3.747 -0.694 4.200  0.0011
H61 2.706 0.434 3.394  0.0095
H62 -1.148 -0.030 1.727  0.0192
H63 -1.789 1.061 2.709  0.0205
C23 -4.608 -3.798 -2.494  0.0000
C24 -4.694 -2.263 -2.654  0.0000
C25 -4.722 -1.610 -1.250  0.0000
O9 -4.928 -0.225 -1.184  0.0001
C26 -4.652 0.268 0.109  0.0000
N4 -3.613 -1.786 -3.442  0.0000
H64 -5.132 -4.313 -3.299  0.0000
H65 -5.090 -4.260 -1.633  0.0000
H66 -3.591 -4.189 -2.473  0.0000
H67 -5.618 -2.102 -3.209  0.0000
H68 -3.820 -1.940 -0.735  0.0000
H69 -5.539 -2.083 -0.706  0.0000
H70 -3.603 0.183 0.395  0.0000
H71 -5.269 -0.276 0.824  0.0000
H72 -4.991 1.304 0.105  0.0000
H73 -3.664 -2.153 -4.382  0.0000
H74 -3.857 -0.806 -3.459  0.0000


(2)
C25H53N2O8P2S2 | the ωB97M-V functional and the def2-TZVPD basis

Computed properties:
Total energy ... -86368.399 eV
E_HOMO ... -11.518 eV
Gap between HOMO and LUMO ... 5.64 eV
Charge ... +1

Last column: Löwdin charge in e.
Atoms and positions in Å:
C1 1.509 -6.838 -2.874  0.1550
C2 1.554 -5.445 -2.625  -0.0324
C3 1.774 -3.853 -2.259  -0.0178
C4 1.119 -3.126 -0.902  0.0184
C5 0.181 -4.149 0.031  -0.1039
O1 -1.065 -4.352 -0.782  -0.2097
C6 -2.241 -3.891 -0.009  -0.1622
C7 -3.627 -3.779 -0.877  -0.1539
O2 -3.444 -3.540 -2.317  -0.1910
C8 -2.780 -2.253 -2.591  -0.1585
C9 -3.624 -0.927 -2.115  -0.1607
O3 -2.800 -0.254 -1.072  -0.2595
C10 -2.749 1.206 -1.298  -0.2516
C11 -4.187 1.815 -0.752  -0.0927
N1 1.288 -1.691 -0.532  0.0979
N2 2.047 -0.918 -1.353  -0.3220
P1 2.248 0.808 -0.795  0.4423
S1 2.349 0.677 1.180  0.1474
C12 2.755 -1.223 -2.646  -0.2154
P2 3.753 -0.006 -3.728  0.7453
O4 3.006 1.362 -4.033  -0.5073
C13 2.664 -2.797 -3.205  -0.4114
S2 3.464 -3.413 -4.784  0.6923
H1 1.498 -7.987 -3.194  0.1034
H2 -0.036 -3.671 1.078  0.1210
H3 0.713 -5.197 0.188  0.1511
H4 -2.431 -4.670 0.864  0.1473
H5 -1.991 -2.865 0.505  0.1258
H6 -4.200 -4.819 -0.754  0.1468
H7 -4.337 -2.976 -0.356  0.1392
H8 -2.661 -2.164 -3.775  0.1419
H9 -1.678 -2.178 -2.157  0.1221
H10 -3.759 -0.220 -3.052  0.1346
H11 -4.693 -1.199 -1.718  0.1334
H12 -1.875 1.627 -0.644  0.1116
H13 -2.512 1.508 -2.414  0.1227
H14 -4.817 2.299 -1.638  0.0940
H15 -4.810 0.911 -0.290  0.0921
H16 -3.984 2.565 0.133  0.0767
H17 1.092 1.622 -1.072  -0.0031
H18 3.508 1.381 -1.204  0.0078
H19 4.093 -0.602 -5.026  0.0276
H20 5.004 0.262 -3.048  0.0362
H21 2.504 -3.629 -5.785  -0.0705
C14 2.635 6.153 -2.661  -0.0581
C15 2.276 4.754 -2.187  -0.5093
C16 0.849 4.390 -2.564  -0.0590
O5 2.424 4.683 -0.771  -0.0714
H22 1.983 6.903 -2.199  0.0846
H23 3.661 6.406 -2.372  0.0845
H24 2.547 6.236 -3.748  0.0848
H25 2.970 4.028 -2.625  0.1247
H26 0.134 5.077 -2.098  0.0789
H27 0.601 3.385 -2.206  0.0388
H28 0.708 4.420 -3.649  0.0893
H29 1.812 5.324 -0.373  0.0970
C17 -3.155 6.092 -0.672  -0.0687
C18 -4.577 6.022 -1.208  -0.5037
C19 -5.283 7.362 -1.080  -0.0642
O6 -5.306 5.033 -0.485  -0.0734
H30 -3.150 6.354 0.391  0.0836
H31 -2.663 5.117 -0.760  0.0655
H32 -2.564 6.833 -1.218  0.0793
H33 -4.560 5.714 -2.259  0.1397
H34 -5.353 7.670 -0.030  0.0831
H35 -6.309 7.294 -1.458  0.0832
H36 -4.755 8.142 -1.638  0.0820
H37 -5.326 5.298 0.449  0.0955
C20 -1.372 -3.644 5.396  -0.0614
C21 -0.434 -3.408 4.224  -0.4946
C22 0.626 -2.372 4.562  -0.0660
O7 -1.187 -2.962 3.099  -0.0872
H38 -1.901 -2.724 5.667  0.0839
H39 -2.137 -4.383 5.134  0.0803
H40 -0.824 -4.003 6.274  0.0843
H41 0.049 -4.350 3.942  0.1385
H42 0.168 -1.406 4.803  0.0916
H43 1.287 -2.202 3.705  0.0621
H44 1.234 -2.692 5.414  0.0835
H45 -1.619 -2.126 3.339  0.1011
C23 5.342 -1.233 5.447  -0.0599
C24 4.463 -2.362 4.934  -0.4879
C25 5.179 -3.184 3.874  -0.0641
O8 3.269 -1.815 4.380  -0.1084
H46 5.610 -0.545 4.638  0.0821
H47 4.809 -0.642 6.200  0.0837
H48 6.262 -1.621 5.894  0.0831
H49 4.171 -3.009 5.767  0.1430
H50 5.441 -2.565 3.009  0.0788
H51 4.530 -3.985 3.505  0.0775
H52 6.095 -3.631 4.274  0.0829
H53 3.518 -1.239 3.638  0.0762